Record 1
{
  "formula": "C9H18N2O4",
  "method": "wB97M-V/def2-TZVPD",
  "smiles": "CC(C)[C@H](NC(=O)[C@@H](N)[C@@H](C)O)C(=O)O",
  "homo_lumo_gap_ha": 0.364,
  "e_homo_ha": -0.3539,
  "lumo_ev": 0.27,
  "spin_multiplicity": 1,
  "relative_energy_kcal_mol": 72.1,
  "elements": ["O", "C", "C", "H", "H", "H", "C", "O", "H", "H", "N", "H", "H", "H", "H", "C", "C", "C", "H", "C", "H", "H", "C", "H", "H", "O", "N", "H", "H", "O", "C", "H", "H"],
  "xyz": [[-1.57, 0.05, 0.43], [-0.18, -2.71, -0.78], [-0.33, 2.48, 0.75], [0.65, 4.56, 0.55], [1.10, 0.14, -1.29], [1.50, 2.10, -0.20], [1.33, 0.63, 1.55], [2.67, 0.39, 1.43], [-0.52, 4.48, 1.82], [-0.53, -3.92, 1.00], [-0.06, -1.00, -2.46], [-1.21, -2.30, 1.14], [-1.73, 3.79, -0.47], [2.92, 0.70, 0.52], [0.90, -2.44, -0.60], [0.24, 3.84, 1.34], [-0.69, -0.24, -0.38], [-1.28, 2.77, -0.52], [-2.10, 2.09, -0.88], [-1.01, -3.10, 0.41], [-0.91, 1.99, 1.50], [1.03, 3.64, 2.10], [0.82, 1.51, 0.42], [0.73, -3.63, -2.12], [-0.60, -0.22, -2.82], [-0.20, -3.73, -1.90], [0.42, 0.50, -0.65], [-1.86, -1.59, -1.62], [-0.04, -1.79, -3.03], [0.65, 0.01, 2.39], [-0.83, -1.38, -1.32], [-0.65, 2.85, -1.44], [-1.96, -3.46, -0.07]],
  "nbo_charge": [-0.604, 0.108, -0.227, 0.203, 0.433, 0.216, 0.770, -0.662, 0.225, 0.219, -0.849, 0.259, 0.215, 0.479, 0.171, -0.619, 0.673, -0.624, 0.235, -0.657, 0.251, 0.212, -0.171, 0.467, 0.368, -0.724, -0.640, 0.205, 0.376, -0.545, -0.176, 0.194, 0.222]
}


Record 2
{
  "formula": "C12H26F3N3O3Si",
  "method": "wB97M-V/def2-TZVPD",
  "homo_lumo_gap_ha": 0.217,
  "e_homo_ha": -0.2629,
  "lumo_ev": -1.24,
  "spin_multiplicity": 1,
  "elements": ["C", "O", "C", "F", "F", "C", "H", "H", "H", "H", "H", "H", "H", "C", "H", "H", "H", "H", "H", "C", "H", "C", "H", "C", "H", "C", "H", "C", "O", "H", "N", "F", "N", "H", "H", "C", "O", "H", "C", "H", "H", "H", "C", "Si", "H", "H", "N", "H"],
  "xyz": [[-1.69, -0.71, -0.70], [-1.66, -3.40, 0.36], [-0.05, -2.40, 1.92], [1.45, 2.29, -0.20], [0.34, 1.39, -1.83], [1.02, 5.04, 1.00], [-0.86, -0.50, -0.03], [-3.68, -3.95, -1.92], [0.05, -2.80, 2.94], [0.41, -3.73, 0.25], [1.63, 4.15, 1.11], [1.43, -0.07, 3.16], [0.01, -2.17, -2.66], [1.26, -1.69, 1.62], [-1.20, -3.29, -3.28], [0.02, -3.89, -2.15], [-3.64, -2.35, -2.63], [-1.46, -0.21, -1.65], [-1.65, 2.73, -1.23], [1.36, -0.23, 2.08], [-0.99, 5.69, 1.24], [2.50, -0.50, 0.16], [2.67, 1.16, 1.11], [-0.47, 4.74, 1.07], [-0.88, -1.70, 1.95], [0.41, 2.53, -1.06], [1.28, 5.52, 0.05], [-0.62, -3.03, -2.39], [-1.06, 4.23, -0.11], [-4.33, -2.55, -1.00], [2.59, 0.16, 1.32], [0.86, 3.48, -1.90], [3.23, -0.14, -0.95], [2.11, -2.21, 2.08], [-0.70, 4.10, 1.92], [-0.39, -3.58, 0.97], [-1.16, 2.01, 0.64], [0.82, -1.24, -0.39], [-0.95, 2.81, -0.37], [2.79, 0.42, -1.66], [0.53, 0.37, 1.67], [-2.60, -0.30, -0.26], [-3.55, -2.89, -1.68], [-1.84, -2.54, -1.04], [1.30, 5.72, 1.82], [4.19, -0.42, -1.06], [1.63, -1.56, 0.16], [-0.45, -4.50, 1.56]],
  "nbo_charge": [-1.149, -0.870, -0.455, -0.391, -0.377, -0.643, 0.219, 0.239, 0.227, 0.173, 0.192, 0.232, 0.231, -0.054, 0.249, 0.239, 0.237, 0.250, 0.100, -0.258, 0.169, 0.781, 0.455, -0.073, 0.248, 0.916, 0.210, -1.155, -0.570, 0.246, -0.517, -0.328, -0.918, 0.202, 0.184, -0.059, -0.894, 0.443, 0.329, 0.446, 0.272, 0.274, -1.136, 1.876, 0.202, 0.431, -0.612, 0.189]
}


Record 3
{
  "formula": "C29H34BMnO7",
  "method": "wB97M-V/def2-TZVPD",
  "charge": -1,
  "homo_lumo_gap_ha": [0.110, 0.142],
  "e_homo_ha": [-0.0309, -0.0633],
  "lumo_ev": [2.14, 2.14],
  "spin_multiplicity": 4,
  "relative_energy_kcal_mol": 0.0,
  "elements": ["C", "H", "B", "C", "H", "H", "C", "H", "H", "C", "H", "H", "C", "C", "H", "C", "C", "H", "C", "H", "H", "H", "O", "H", "C", "H", "H", "H", "C", "H", "C", "H", "H", "O", "C", "C", "H", "C", "H", "C", "C", "C", "H", "C", "C", "H", "C", "C", "C", "H", "H", "C", "C", "H", "H", "O", "H", "O", "C", "O", "O", "O", "H", "H", "C", "H", "C", "H", "H", "H", "Mn", "C"],
  "xyz": [[0.96, -1.93, -1.20], [-1.74, 0.41, -0.84], [-3.00, -0.01, 4.35], [-1.89, 3.07, 1.28], [1.90, -1.84, -3.81], [-6.62, 1.50, 5.80], [2.75, 0.48, -4.65], [6.97, 2.14, -3.66], [-0.19, -3.38, -0.09], [-1.20, 2.36, 0.22], [-1.08, -1.98, -1.88], [-8.23, -0.41, 5.94], [2.87, -0.41, -1.00], [1.87, -0.21, 0.12], [-1.18, 0.09, 5.29], [-7.32, -0.50, 5.34], [4.75, -0.14, -3.60], [1.04, -4.09, -1.17], [0.47, 0.67, 2.95], [-1.94, 2.57, 4.38], [3.58, -2.30, -3.44], [2.07, 0.70, -7.13], [-3.65, -1.03, 3.66], [3.35, 1.93, -6.85], [-5.99, -1.79, 3.75], [-7.84, -2.48, 4.62], [-5.83, -2.63, 3.08], [3.05, -2.55, -1.22], [2.45, -1.75, -1.67], [-3.84, 2.63, 2.35], [-6.39, 0.55, 5.33], [1.45, 0.45, 2.53], [6.84, 0.74, -4.79], [-3.93, 0.79, 5.07], [3.24, -0.17, -3.37], [2.76, -1.63, -3.17], [3.90, -0.50, -0.62], [-0.01, 1.98, 3.36], [-0.29, 2.67, -0.28], [0.83, -3.26, -0.48], [-3.07, 2.32, 1.64], [-1.51, 0.34, 4.26], [-0.49, -1.36, 3.11], [6.68, 1.10, -3.77], [3.15, 0.85, -6.92], [0.08, -2.67, -3.04], [2.79, 0.62, -2.11], [-7.12, -1.66, 4.58], [-3.15, 1.16, 0.78], [3.76, 0.39, -7.70], [-1.62, 4.05, 1.69], [-1.98, 1.16, -0.08], [-0.57, -0.29, 3.26], [3.42, 1.51, -1.96], [-0.05, -0.89, -2.85], [0.65, -0.85, -0.24], [1.55, -3.32, 0.35], [5.44, -1.11, -3.88], [-1.32, 1.80, 3.92], [1.77, 1.21, -4.72], [5.28, 1.08, -3.47], [3.54, 0.20, -5.70], [7.23, 0.46, -3.07], [2.26, -0.70, 1.04], [-5.17, 0.30, 4.73], [1.75, 0.93, -2.28], [-0.08, -1.85, -2.32], [0.54, 2.92, 3.29], [1.63, 0.83, 0.38], [-3.97, 0.44, 0.77], [-1.34, 1.14, 1.94], [-5.00, -0.84, 3.89]],
  "lowdin_charge": [-0.485, 0.079, -0.507, -0.210, 0.115, 0.112, -0.414, 0.093, 0.091, -0.186, 0.092, 0.095, -0.216, -0.163, 0.126, -0.109, -0.438, 0.088, -0.198, 0.105, 0.120, 0.099, 0.199, 0.103, -0.006, 0.094, 0.117, 0.144, -0.162, 0.101, -0.009, 0.063, 0.100, 0.186, -0.231, -0.029, 0.154, -0.190, 0.088, -0.027, -0.194, -0.271, 0.084, -0.039, -0.032, 0.084, -0.039, -0.108, -0.176, 0.093, 0.097, -0.191, -0.197, 0.135, 0.092, -0.088, 0.089, 0.100, -0.203, 0.119, -0.024, -0.030, 0.100, 0.119, -0.177, 0.141, -0.026, 0.090, 0.120, 0.093, 0.441, -0.181]
}